# C7H13N4

An isolated ion of composition C7H13N4 and charge +1 (wB97M-V/def2-TZVPD, OMol25).

Summary:
- Total energy: -493.04449 hartree
- Lowest unoccupied orbital energy (alpha / beta): -3.9 / -3.9 eV
- HOMO level (alpha / beta): -12.39 / -12.39 eV

```
! RIJCOSX wB97M-V def2-TZVPD def2/J DEFGRID3
* xyz 1 1
C -0.3480 -1.0678 -0.0331
C 1.6603 -0.0031 0.5835
C -1.1795 0.1014 0.1524
C 2.9321 -0.0513 0.9463
C 0.2819 -3.4386 -0.0925
C -3.4833 0.9671 0.2832
C 1.1991 1.7160 -1.2312
N -0.3744 -2.2376 -0.2257
N -2.4275 0.0220 0.1748
N -0.4354 1.2742 0.4482
N 0.9956 1.3128 0.1632
H 3.5882 0.7284 0.9398
H 3.2813 -0.9444 1.2966
H 0.1064 -4.0221 0.7830
H 1.4021 -3.5054 -0.2643
H 0.0280 -4.0231 -0.9970
H -4.4201 0.7594 -0.2677
H -3.0311 1.8882 -0.1252
H -3.7101 0.8608 1.3702
H 2.0411 1.4561 -1.7684
H 0.4266 1.3445 -1.7611
H 1.0404 2.7691 -1.2105
H -0.8880 2.1182 0.0871
H 1.3141 1.9753 0.7484
*
```

=====

# C7H13N4OS

An isolated ion of composition C7H13N4OS and charge +1 (wB97M-V/def2-TZVPD, OMol25).

Summary:
- Total energy: -966.50935 hartree
- Lowest unoccupied orbital energy (alpha / beta): -5.8 / -6.7 eV
- HOMO level (alpha / beta): -12.91 / -12.72 eV

```
! RIJCOSX wB97M-V def2-TZVPD def2/J DEFGRID3
* xyz 1 1
C -3.4046 -1.2208 0.1956
C -3.2095 0.0857 0.4173
C -2.6419 1.0355 -0.6116
S -0.9703 1.7086 -0.2621
N -0.0115 0.4407 0.2607
C -0.2866 -0.5051 1.1701
N 0.3751 -1.6156 1.2830
C 1.0417 -2.1286 0.1296
N 1.0588 -1.2035 -0.9540
O 0.4317 -1.4470 -1.9269
C 1.3287 0.1190 -0.6128
N 2.4417 0.4588 0.1458
C 2.9871 1.8375 0.0923
H -3.8914 -1.7961 0.9904
H -3.4403 -1.8751 -0.7034
H -3.5189 0.6541 1.2886
H -3.2320 1.9389 -0.7841
H -2.5149 0.4408 -1.5172
H -1.0185 -0.5058 1.9884
H 2.1296 -2.5005 0.3744
H 0.4941 -3.0626 -0.2975
H 1.2273 0.7153 -1.6170
H 3.0488 -0.2269 0.5356
H 2.3066 2.4523 -0.4576
H 3.1332 2.3286 1.0797
H 4.0009 1.8460 -0.4844
*
```

=====

# C7H13NO

C7H13NO as an isolated structure (wB97M-V/def2-TZVPD, OMol25).

Summary:
- Total energy: -404.41170 hartree
- Lowest unoccupied orbital energy (alpha / beta): 0.2 / 0.2 eV
- HOMO level (alpha / beta): -7.76 / -7.76 eV

```
! RIJCOSX wB97M-V def2-TZVPD def2/J DEFGRID3
* xyz 0 1
C -0.9009 -0.8364 -0.8284
C 2.6807 1.1544 0.0223
C -0.8367 -1.9273 0.2276
C -2.2046 -0.0530 -0.7711
C 0.9166 -0.3096 -1.1306
C 1.2679 0.6987 -0.2291
N 0.0126 1.0861 1.8031
C 0.1347 1.1509 0.4580
O 1.5106 -1.0991 -1.8188
H -0.8844 -1.3079 -1.8146
H 0.7313 0.6176 2.3373
H -0.7210 1.6042 2.2655
H -0.7131 1.6251 -0.0116
H 2.9679 1.0635 1.0752
H 2.8100 2.2047 -0.2633
H 3.3889 0.5628 -0.5607
H -1.6853 -2.6170 0.1322
H -0.8789 -1.5144 1.2423
H 0.0768 -2.5194 0.1377
H -2.4424 0.2912 0.2418
H -3.0454 -0.6879 -1.0744
H -2.1856 0.8127 -1.4403
*
```

=====

Computed relative energy (zero: lowest compared OMol25 entry of this formula, charge and spin) (kcal/mol) in order:
190.69 77.03 72.64